Entry from OMol25: 2 unconnected molecules or ions with the total composition C3H12N4 at a distorted geometry (ωB97M-V/def2-TZVPD).

Computed properties:
HOMO-LUMO gap: 6.985 eV
ΔE to the lowest compared entry with this formula, charge and spin: 6.368 eV
LUMO: 0.7 eV

Each line ends with the Mulliken charge.
Positions of all 19 atoms, in Å:
C  0.997  -0.228  0.122  0.60
C  0.107  -0.892  -0.786  -0.30
C  1.428  1.190  -0.093  -1.18
N  -1.305  0.128  0.415  -0.06
N  -2.150  -0.444  1.432  -0.83
N  -1.718  1.438  0.064  -0.65
N  1.813  -1.276  -0.966  -0.53
H  1.106  -0.659  1.107  0.25
H  -2.602  -1.289  1.085  0.22
H  -1.591  -0.708  2.241  0.19
H  -2.620  1.413  -0.418  0.23
H  -1.869  2.000  0.905  0.21
H  2.085  -2.202  -0.663  0.23
H  2.296  -0.878  -1.761  0.21
H  -0.344  -1.834  -0.513  0.27
H  -0.185  -0.402  -1.704  0.23
H  2.335  1.414  0.469  0.33
H  1.612  1.390  -1.151  0.30
H  0.606  1.840  0.214  0.28